(1)
{"formula": "C22H38BCl3N4NaO3", "method": "wB97M-V/def2-TZVPD", "elements": ["Na", "C", "C", "N", "C", "C", "N", "C", "C", "C", "N", "C", "C", "N", "C", "H", "H", "H", "H", "H", "H", "H", "H", "H", "H", "H", "H", "H", "H", "H", "H", "H", "H", "H", "H", "H", "H", "H", "H", "Cl", "C", "C", "C", "Cl", "C", "O", "C", "Cl", "C", "H", "H", "C", "C", "C", "O", "B", "O", "C", "C", "C", "H", "H", "H", "H", "H", "H", "H", "H", "H", "H", "H", "H"], "xyz": [[-0.8435, -0.1197, 0.8845], [0.5735, -0.4356, -3.9757], [0.1793, -1.7615, -3.3202], [0.5768, -1.8502, -1.9290], [1.1159, -3.0699, -1.3919], [2.2259, -2.7354, -0.3996], [1.7390, -1.8266, 0.6282], [2.7977, -1.2907, 1.4773], [2.2748, -0.1907, 2.3962], [2.1953, 1.2183, 1.8087], [1.3479, 1.3973, 0.6232], [2.0554, 1.2315, -0.6449], [1.2731, 1.8081, -1.8133], [0.0621, 1.0881, -2.0955], [-0.2341, 0.7546, -3.4640], [0.4125, -0.5169, -5.0572], [1.6425, -0.2584, -3.8240], [0.6434, -2.5862, -3.8717], [-0.9098, -1.8788, -3.4397], [-0.1499, -1.4919, -1.3110], [1.5177, -3.6982, -2.1938], [0.3522, -3.6730, -0.8701], [3.0179, -2.2094, -0.9431], [2.6695, -3.6618, 0.0114], [1.0245, -2.2723, 1.1963], [3.5844, -0.9016, 0.8190], [3.2739, -2.0820, 2.0827], [2.9263, -0.1193, 3.2741], [1.2889, -0.4811, 2.7597], [3.2168, 1.5723, 1.5863], [1.7972, 1.8706, 2.5910], [0.9905, 2.3477, 0.6598], [2.2050, 0.1677, -0.8275], [3.0413, 1.7305, -0.6085], [1.9219, 1.7413, -2.6916], [1.1083, 2.8894, -1.6479], [-0.7596, 1.3139, -1.5581], [-0.0837, 1.6149, -4.1433], [-1.2946, 0.4928, -3.5114], [-2.0263, 1.4688, 8.3609], [-1.6508, 0.8821, 6.7557], [-1.5549, 1.7747, 5.7027], [-1.2556, 1.2923, 4.4466], [-1.1437, 2.4299, 3.1273], [-1.0351, -0.0807, 4.1315], [-0.7505, -0.5056, 2.9789], [-1.1517, -0.9232, 5.2809], [-0.8941, -2.6270, 5.0364], [-1.4486, -0.4729, 6.5484], [-1.7112, 2.8328, 5.8573], [-1.5207, -1.1721, 7.3695], [-5.1159, -3.5506, -1.1479], [-3.6364, -3.2034, -1.1008], [-2.8920, -3.9720, -2.1902], [-3.4786, -1.7985, -1.3734], [-2.4158, -1.2550, -0.6155], [-1.9989, -2.3022, 0.2680], [-2.9777, -3.3562, 0.2915], [-3.9328, -3.0559, 1.4463], [-2.2781, -4.6814, 0.5404], [-5.4915, -3.4094, -2.1627], [-5.6888, -2.9091, -0.4818], [-5.2839, -4.5935, -0.8638], [-3.2762, -3.6605, -3.1627], [-3.0301, -5.0518, -2.0916], [-1.8259, -3.7483, -2.1591], [-4.4500, -2.1117, 1.2762], [-3.3472, -2.9607, 2.3615], [-4.6723, -3.8487, 1.5831], [-1.4868, -4.8550, -0.1871], [-2.9858, -5.5141, 0.4930], [-1.8303, -4.6701, 1.5352]], "atomic_forces_ev_per_a": [[0.404, 0.173, -0.082], [-0.037, -0.065, -0.026], [-0.138, -0.117, 0.070], [0.049, 0.182, -0.088], [-0.080, -0.183, 0.137], [-0.020, 0.011, 0.029], [0.109, 0.004, 0.007], [-0.055, -0.063, -0.001], [0.088, 0.001, -0.061], [0.076, -0.017, 0.029], [-0.175, 0.067, 0.076], [0.066, 0.043, 0.069], [-0.025, 0.017, -0.021], [-0.079, -0.033, 0.074], [-0.049, 0.040, -0.109], [-0.014, -0.016, -0.018], [0.034, -0.024, 0.033], [0.053, 0.016, 0.003], [0.025, -0.033, -0.012], [0.138, 0.227, -0.290], [0.052, 0.047, 0.013], [0.039, 0.008, -0.042], [-0.004, -0.016, -0.009], [-0.044, 0.048, 0.021], [0.011, -0.028, 0.043], [-0.017, 0.021, 0.003], [-0.022, 0.039, -0.018], [0.018, -0.019, -0.025], [0.020, -0.003, 0.032], [0.012, -0.010, 0.017], [0.001, -0.050, -0.026], [-0.004, -0.043, -0.036], [-0.023, -0.058, -0.007], [-0.005, -0.032, 0.025], [-0.026, 0.012, -0.019], [-0.027, -0.025, 0.032], [0.070, 0.033, 0.067], [-0.004, -0.039, 0.007], [-0.003, 0.012, -0.003], [-0.007, 0.009, 0.026], [0.003, 0.017, 0.000], [-0.009, -0.061, 0.080], [-0.002, 0.030, -0.060], [-0.002, 0.048, -0.080], [-0.001, -0.022, 0.243], [-0.175, -0.070, 0.179], [0.017, 0.010, -0.075], [0.005, -0.060, -0.015], [-0.008, 0.055, 0.021], [-0.002, 0.010, -0.001], [-0.001, -0.011, 0.002], [0.026, -0.001, 0.007], [-0.008, 0.012, -0.026], [-0.028, -0.015, -0.005], [0.026, 0.032, 0.075], [-0.365, -0.240, -0.332], [0.088, 0.079, 0.006], [-0.026, 0.005, 0.089], [0.022, -0.004, -0.014], [0.002, 0.002, -0.030], [0.010, 0.008, -0.003], [-0.012, 0.009, 0.004], [0.013, -0.006, 0.006], [0.002, 0.015, 0.003], [-0.002, -0.001, 0.001], [0.039, 0.017, 0.004], [-0.005, 0.013, 0.005], [0.007, 0.015, -0.001], [-0.001, -0.019, -0.013], [-0.005, -0.013, 0.001], [-0.015, 0.003, -0.001], [0.000, 0.010, 0.010]], "mulliken_charge": [0.669, -0.705, -0.717, 0.567, 0.048, -1.136, 0.302, -1.235, 0.384, -1.129, 0.062, 0.080, -1.232, 0.216, -1.059, 0.462, 0.264, 0.511, 0.134, -0.485, 0.524, -0.516, 0.448, 0.459, -0.006, 0.441, 0.532, 0.478, -0.490, 0.375, 0.497, 0.255, -0.330, 0.382, 0.431, 0.287, 0.229, 0.317, 0.413, -0.273, 0.477, -0.840, 0.774, -0.236, -1.131, -0.490, 0.586, -0.251, -0.706, 0.414, 0.413, -1.968, 1.895, -1.691, -0.388, -0.823, 0.550, 1.678, -2.077, -1.899, 0.479, 0.358, 0.306, 0.504, 0.293, 0.058, 0.410, 0.421, 0.338, 0.320, 0.351, 0.421], "homo_lumo_gap_ev": 5.44, "multiplicity": 1, "total_charge": -1, "e_above_lowest_kcal_mol": 6.0}

(2)
{"formula": "C22H38HgN6PS", "method": "wB97M-V/def2-TZVPD", "elements": ["Hg", "N", "P", "N", "C", "C", "C", "C", "C", "N", "C", "C", "C", "C", "C", "N", "C", "C", "C", "C", "C", "H", "H", "H", "H", "H", "H", "H", "H", "H", "H", "H", "H", "H", "H", "H", "H", "H", "H", "H", "H", "H", "H", "H", "H", "H", "H", "H", "H", "H", "H", "N", "C", "S", "N", "C", "C", "C", "C", "C", "C", "H", "H", "H", "H", "H", "H", "H", "H"], "xyz": [[0.4163, -2.2083, -0.5551], [-0.6383, -1.3264, 1.1289], [-0.0107, -0.1796, 2.0170], [0.4079, 1.2066, 1.1964], [0.4164, 1.2390, -0.2693], [0.8272, 2.6179, -0.7757], [0.1228, 3.7023, 0.0277], [0.5617, 3.6429, 1.5017], [1.1534, 2.2744, 1.8546], [1.2488, -0.6282, 3.0156], [2.0529, -1.8053, 2.6531], [3.3889, -1.7699, 3.3794], [3.1854, -1.8425, 4.8961], [1.9634, -1.0101, 5.3281], [1.6137, 0.0290, 4.2714], [-1.1364, 0.3872, 3.1177], [-2.2335, 1.1704, 2.4966], [-3.4392, 1.2284, 3.4189], [-4.0348, -0.1648, 3.6602], [-2.9330, -1.2351, 3.6478], [-1.6119, -0.6232, 4.0885], [-0.5864, 1.0031, -0.6303], [1.0902, 0.4820, -0.6873], [0.5746, 2.6773, -1.8353], [1.9103, 2.7489, -0.6966], [-0.9567, 3.5446, -0.0487], [0.3311, 4.6880, -0.3911], [-0.2921, 3.8428, 2.1519], [1.3092, 4.4118, 1.7141], [1.1000, 2.1287, 2.9308], [2.2142, 2.2316, 1.5762], [2.2147, -1.8245, 1.5760], [1.5208, -2.7308, 2.9062], [3.9171, -0.8519, 3.1096], [4.0033, -2.6056, 3.0400], [4.0850, -1.4932, 5.4067], [3.0411, -2.8846, 5.1891], [2.1511, -0.5086, 6.2794], [1.0970, -1.6596, 5.4730], [2.4723, 0.7002, 4.1346], [0.7752, 0.6410, 4.5996], [-2.5300, 0.7305, 1.5367], [-1.8681, 2.1763, 2.2922], [-4.1847, 1.8915, 2.9760], [-3.1367, 1.6800, 4.3676], [-4.7810, -0.3906, 2.8956], [-4.5532, -0.1725, 4.6219], [-2.7823, -1.6324, 2.6421], [-3.1978, -2.0720, 4.2970], [-0.8462, -1.3930, 4.1760], [-1.7202, -0.1552, 5.0736], [-1.8674, -0.6297, -5.1557], [-0.5655, -0.6427, -4.7944], [-0.0536, -0.1440, -3.2906], [0.3212, -1.1048, -5.7189], [0.2011, -1.2000, -7.1243], [-0.6714, -0.4121, -7.8690], [-0.6967, -0.5330, -9.2522], [0.1442, -1.4199, -9.9047], [1.0237, -2.1929, -9.1586], [1.0510, -2.0884, -7.7793], [-2.5219, -0.4515, -4.4136], [-2.1802, -1.1717, -5.9446], [1.2411, -1.2503, -5.3333], [-1.2992, 0.3194, -7.3813], [-1.3749, 0.0889, -9.8218], [0.1250, -1.4996, -10.9829], [1.6929, -2.8852, -9.6525], [1.7381, -2.6911, -7.1982]], "atomic_forces_ev_per_a": [[-0.214, 0.123, 0.292], [0.565, 0.394, 0.078], [-0.396, -0.647, -0.539], [0.139, 0.133, -0.085], [-0.037, 0.039, 0.041], [-0.029, -0.008, -0.005], [0.018, 0.001, 0.011], [0.008, -0.001, 0.007], [-0.103, -0.040, -0.056], [0.187, -0.088, 0.075], [-0.012, 0.064, 0.104], [-0.024, -0.045, 0.028], [-0.014, 0.008, -0.012], [0.025, -0.008, -0.002], [0.005, -0.050, -0.020], [-0.363, -0.006, 0.141], [0.099, 0.026, 0.050], [-0.020, 0.013, 0.000], [0.024, -0.032, 0.020], [-0.021, 0.043, -0.019], [0.065, 0.061, -0.051], [-0.006, -0.031, -0.017], [0.058, 0.014, 0.002], [0.025, 0.013, -0.007], [-0.002, -0.015, -0.034], [0.001, 0.000, 0.008], [-0.042, 0.006, -0.008], [0.021, 0.030, 0.016], [-0.002, -0.001, -0.004], [0.022, -0.007, 0.006], [0.015, -0.002, 0.027], [0.034, 0.013, -0.018], [-0.025, -0.009, -0.015], [0.011, -0.015, -0.020], [0.021, 0.025, -0.017], [0.009, -0.008, -0.006], [0.019, 0.004, 0.027], [-0.014, -0.024, 0.013], [-0.009, 0.013, 0.007], [-0.019, 0.029, -0.002], [-0.010, -0.007, -0.009], [0.002, -0.038, -0.002], [0.004, 0.003, -0.016], [0.004, 0.026, 0.043], [0.000, 0.014, -0.008], [-0.001, -0.004, 0.001], [-0.037, 0.003, -0.018], [-0.010, -0.014, -0.001], [0.011, -0.003, 0.003], [-0.002, -0.005, 0.010], [0.026, 0.002, 0.021], [-0.011, 0.027, 0.058], [-0.039, -0.121, -0.066], [-0.029, -0.030, -0.062], [0.073, 0.126, 0.017], [-0.015, -0.105, 0.094], [0.018, 0.048, -0.029], [-0.015, -0.019, 0.012], [0.001, 0.007, 0.021], [0.018, 0.006, -0.004], [0.000, -0.020, -0.031], [0.004, 0.034, -0.015], [-0.001, -0.012, -0.002], [0.014, 0.090, -0.031], [0.001, 0.007, -0.003], [0.001, 0.007, 0.000], [-0.012, -0.013, -0.003], [0.003, 0.001, -0.001], [-0.016, -0.023, 0.005]], "mulliken_spin": [0.498, 0.401, 0.027, 0.004, -0.030, 0.000, 0.000, 0.000, 0.000, 0.006, -0.014, -0.004, 0.000, 0.000, -0.002, 0.051, 0.003, 0.002, -0.001, 0.004, 0.001, -0.008, 0.023, -0.001, 0.000, 0.000, 0.000, 0.000, 0.000, 0.000, 0.000, 0.020, -0.008, 0.000, 0.000, 0.000, 0.000, 0.000, 0.000, 0.000, 0.001, -0.002, 0.002, 0.000, -0.001, 0.000, 0.000, -0.003, 0.001, 0.007, 0.001, 0.002, 0.017, 0.003, 0.000, 0.000, 0.001, 0.000, 0.000, 0.000, 0.000, 0.000, 0.000, 0.001, 0.000, 0.000, 0.000, 0.000, 0.000], "homo_lumo_gap_ev": [7.34, 7.00], "multiplicity": 2, "total_charge": 0, "e_above_lowest_kcal_mol": 1.8}

(3)
{"formula": "C22H38N2O6", "method": "wB97M-V/def2-TZVPD", "elements": ["N", "C", "C", "C", "C", "N", "C", "C", "C", "C", "C", "C", "H", "H", "H", "H", "H", "H", "H", "H", "C", "O", "C", "C", "O", "C", "H", "H", "H", "H", "H", "H", "H", "H", "H", "H", "C", "O", "C", "C", "O", "C", "H", "H", "H", "H", "H", "H", "H", "H", "H", "H", "C", "O", "C", "C", "O", "C", "H", "H", "H", "H", "H", "H", "H", "H", "H", "H"], "xyz": [[-1.2165, 1.1329, -3.2839], [-0.2461, 0.7608, -2.7752], [0.8880, -0.0534, -2.2371], [1.0072, -1.4206, -2.9773], [1.2618, -2.5403, -2.0155], [1.3745, -3.5210, -1.4087], [2.0939, -1.4638, -4.0511], [1.7043, -1.2275, -5.3772], [2.6255, -1.2858, -6.4165], [3.9659, -1.5764, -6.1488], [4.3695, -1.8014, -4.8366], [3.4305, -1.7506, -3.8148], [1.8160, 0.5284, -2.2042], [0.6047, -0.2673, -1.1918], [0.0466, -1.5987, -3.4831], [0.6493, -1.0273, -5.5824], [2.2787, -1.1271, -7.4385], [4.6406, -1.6171, -7.0057], [5.4231, -2.0137, -4.6479], [3.7811, -1.9646, -2.7989], [-3.4321, 2.1238, -5.3119], [-4.4165, 2.2629, -6.3273], [-4.9120, 3.5889, -6.4343], [-4.2921, 4.3212, -7.6078], [-2.9031, 4.5458, -7.4074], [-2.0912, 3.6357, -8.1276], [-2.9531, 1.1550, -5.4364], [-2.6673, 2.9002, -5.3769], [-3.9036, 2.1554, -4.3250], [-4.7497, 4.1411, -5.5038], [-5.9920, 3.5147, -6.5982], [-4.7646, 5.3044, -7.6981], [-4.4675, 3.7761, -8.5403], [-2.0979, 3.8882, -9.1938], [-2.4210, 2.6029, -7.9934], [-1.0713, 3.7278, -7.7552], [3.3873, -1.7722, 3.1752], [2.3756, -1.5302, 2.2138], [1.7512, -2.7281, 1.7568], [0.4040, -2.9360, 2.4174], [0.5376, -3.1911, 3.8099], [0.2440, -2.0556, 4.6069], [3.6570, -0.8182, 3.6280], [3.0459, -2.4478, 3.9628], [4.2749, -2.1931, 2.6901], [2.4015, -3.5924, 1.9196], [1.6021, -2.6196, 0.6824], [-0.0699, -3.8177, 1.9754], [-0.2512, -2.0767, 2.2410], [-0.8372, -1.8781, 4.6237], [0.7570, -1.1615, 4.2458], [0.5773, -2.2606, 5.6233], [-1.3326, -0.7163, 10.0583], [-0.6494, 0.5179, 10.1966], [0.6542, 0.4906, 9.6319], [0.6888, 1.1744, 8.2799], [-0.0621, 0.4533, 7.3122], [-1.3329, 1.0313, 7.0658], [-2.3793, -0.5514, 10.3116], [-1.2770, -1.0997, 9.0368], [-0.9172, -1.4561, 10.7509], [1.0237, -0.5364, 9.5560], [1.3110, 1.0351, 10.3175], [1.7244, 1.2004, 7.9265], [0.3337, 2.2063, 8.3576], [-1.2212, 1.9444, 6.4712], [-1.8621, 1.2605, 7.9934], [-1.9229, 0.3151, 6.4944]], "atomic_forces_ev_per_a": [[1.027, 0.016, 0.627], [-0.209, -0.769, -0.677], [-0.777, 0.417, 0.763], [0.706, -0.172, 0.107], [-0.544, -0.778, -0.197], [0.007, 1.261, -0.621], [-0.265, 0.198, -0.969], [-0.185, -0.051, 0.221], [-0.047, -0.045, 0.136], [-0.503, 0.185, -0.390], [0.099, 0.113, -0.635], [0.453, -0.140, 0.968], [-0.173, -0.253, -0.198], [0.211, 0.194, -0.280], [0.267, -0.225, 0.366], [0.318, -0.012, -0.045], [0.186, -0.017, 0.269], [0.062, -0.058, 0.470], [-0.390, -0.001, 0.186], [-0.243, 0.083, -0.275], [-0.110, -0.104, -0.042], [0.171, 0.184, 0.056], [-0.172, -0.333, -0.264], [0.082, 0.341, 0.270], [-0.023, -0.226, -0.074], [0.059, 0.107, -0.002], [-0.082, -0.006, -0.016], [-0.017, 0.017, 0.020], [0.106, 0.027, 0.046], [0.067, 0.034, -0.031], [-0.009, 0.065, 0.004], [-0.042, -0.018, -0.020], [0.001, -0.064, 0.041], [0.008, -0.099, -0.028], [-0.030, 0.005, -0.010], [-0.035, 0.069, 0.020], [0.022, 0.108, -0.056], [0.044, -0.144, 0.169], [-0.186, 0.437, -0.130], [0.153, -0.441, 0.132], [0.013, 0.256, -0.037], [-0.025, -0.112, 0.084], [-0.025, 0.018, -0.069], [-0.004, -0.029, -0.024], [0.024, -0.060, 0.082], [-0.032, -0.010, 0.054], [0.018, -0.086, 0.121], [-0.004, 0.032, -0.064], [0.057, 0.044, 0.008], [0.013, 0.107, 0.007], [-0.024, 0.010, -0.016], [-0.022, -0.044, -0.026], [-0.041, 0.039, 0.104], [-0.001, -0.169, -0.185], [-0.116, 0.376, 0.197], [0.226, -0.350, -0.169], [-0.167, 0.105, 0.129], [0.032, -0.046, -0.131], [0.043, 0.059, 0.045], [0.038, -0.005, 0.002], [-0.018, -0.074, -0.063], [-0.023, -0.002, -0.074], [0.043, -0.017, -0.026], [0.015, 0.037, 0.034], [-0.045, -0.025, 0.059], [-0.079, 0.043, 0.047], [0.024, 0.019, 0.011], [0.075, -0.021, -0.014]], "nbo_charge": [-0.325, 0.290, -0.490, -0.320, 0.290, -0.312, -0.058, -0.194, -0.205, -0.199, -0.222, -0.151, 0.265, 0.266, 0.274, 0.216, 0.221, 0.220, 0.223, 0.213, -0.253, -0.557, -0.088, -0.088, -0.551, -0.254, 0.193, 0.180, 0.172, 0.176, 0.181, 0.182, 0.174, 0.165, 0.180, 0.189, -0.253, -0.558, -0.097, -0.088, -0.554, -0.254, 0.187, 0.181, 0.164, 0.177, 0.197, 0.188, 0.169, 0.163, 0.178, 0.194, -0.255, -0.551, -0.089, -0.088, -0.554, -0.255, 0.190, 0.179, 0.167, 0.175, 0.184, 0.184, 0.177, 0.168, 0.181, 0.189], "homo_lumo_gap_ev": 9.45, "multiplicity": 1, "total_charge": 0, "smiles": "N#CC[C@H](C#N)c1ccccc1.COCCOC.COCCOC.COCCOC"}

no.,electronic energy (eV)
1,-78197.952
2,-56670.525
3,-38690.681